# 1
This record from the OMol25 dataset describes one molecule with the formula C4H11NS. The level of theory is wB97M-V/def2-TZVPD.

Geometry (Å):
N -1.741458 -0.702724 1.327137
C -1.074031 0.549572 0.953251
C -0.780676 0.902238 -0.583048
C 0.257305 0.006316 -1.311285
C 1.164359 -0.711947 -0.417334
S 2.300543 0.580444 0.333963
H -1.401161 -1.569421 0.858456
H -1.138601 -0.922026 2.114001
H -0.192133 0.762308 1.508624
H -1.701512 1.346393 1.393272
H -0.325902 1.889669 -0.590560
H -1.750259 0.746673 -1.096968
H -0.381710 -0.736728 -1.803470
H 0.793649 0.601008 -2.149751
H 0.551911 -1.198243 0.317018
H 1.855902 -1.367044 -1.037589
H 3.563781 -0.176487 0.184285

Force components x, y, z for each atom (eV/Å):
1.6 -1.6 0.3
-0.5 1.7 -1.8
-0.3 -1.1 1.4
-1.6 0.9 -2.1
2.8 0.3 -0.8
2.0 -2.0 -0.2
-0.6 1.1 -1.0
-0.8 0.0 1.3
1.3 -0.5 0.4
-0.2 -0.2 -0.8
-0.8 0.5 0.0
0.6 1.0 0.0
0.4 -0.2 -0.3
-0.8 -1.0 1.5
0.5 -0.6 0.5
-1.1 0.4 1.2
-2.3 1.4 0.3

Output
HOMO energy, hartree: -0.3351
SMILES string: NCCCCS
Multiplicity: 1
Kohn-Sham gap, eV: 9.77
Energy relative to the best compared isomer or geometry (same formula, charge and spin), eV: 1.639



# 2
This record from the OMol25 dataset describes C16H23O2Pr as an isolated structure. The level of theory is wB97M-V/def2-TZVPD.

Geometry (Å):
Pr -0.773035 -0.406009 0.607862
C -3.302744 -0.167335 0.249389
C -2.971813 0.680384 1.375634
C -2.111103 1.743475 0.905719
H -3.137358 0.497459 2.443720
C -1.937435 1.547728 -0.515997
C -2.656246 0.360479 -0.929144
H -2.680831 -0.088071 -1.922602
H -3.814082 -1.137091 0.254408
H -1.580858 2.450331 1.554856
H -1.308601 2.155375 -1.162716
C -0.601070 -2.891445 0.395249
C -1.233911 -2.428533 -0.823849
C -0.279854 -1.629788 -1.553272
H -2.281100 -2.598984 -1.097054
C 0.949238 -1.619587 -0.798174
C 0.753335 -2.394194 0.412799
H 1.447833 -2.454165 1.266014
H -1.096730 -3.416094 1.221776
H -0.469047 -1.052125 -2.468928
H 1.833829 -1.007200 -1.035668
O 0.767175 1.134275 0.622775
C 2.925855 1.557924 -1.130649
C 2.807966 1.872122 0.296824
C 2.178760 2.338421 -2.115927
C 3.980052 0.629021 -1.566099
C 2.017754 0.845544 1.124993
H 2.308079 2.840193 0.446066
H 3.764293 1.873553 0.797162
H 2.369172 -0.183141 0.989318
H 1.920922 1.097259 2.183611
H 2.692127 3.289384 -2.368353
H 1.176116 2.615588 -1.744553
H 2.046876 1.804586 -3.074370
H 4.955218 1.139409 -1.701109
H 3.755271 0.154248 -2.538237
H 4.163933 -0.181844 -0.838258
C -3.435572 -1.812176 2.489508
O -2.276759 -1.399573 1.852024
H -4.333006 -1.234100 2.310309
H -3.051528 -1.711834 3.492001
H -3.481123 -2.813470 2.092943

Force components x, y, z for each atom (eV/Å):
0.5 2.5 2.3
-0.4 1.8 -1.3
-0.2 2.1 -1.4
-1.7 -0.7 -0.9
-0.3 0.3 -0.8
-0.8 0.3 -0.1
-0.9 1.3 1.5
0.0 0.3 0.3
0.1 0.8 0.0
-0.3 -0.3 -0.5
-0.1 -0.2 0.2
0.7 -0.9 -1.6
1.2 -1.2 0.1
0.9 -1.3 0.5
0.5 0.1 0.2
-0.2 -1.1 -0.3
-0.4 -0.6 -1.3
-0.4 0.0 -0.6
0.3 0.3 -0.6
0.1 -0.4 0.5
-0.6 -0.2 0.1
-1.8 -1.0 0.3
-0.8 -1.2 0.4
1.0 -0.4 0.0
-0.3 -0.2 0.0
-0.4 -0.2 0.0
-1.0 2.0 -0.9
0.1 -0.1 0.2
1.7 0.6 0.4
0.2 -0.2 -0.1
1.0 -0.1 0.7
0.2 0.8 -0.4
0.3 -0.1 -0.1
0.0 0.1 0.2
1.0 0.2 -0.2
0.1 0.0 0.2
0.0 0.2 -0.2
2.9 -0.2 -0.4
0.9 -1.8 1.7
-0.5 0.3 -0.1
-1.3 -0.7 1.3
-1.3 -1.1 0.7

Output
HOMO energy (alpha / beta), hartree: 0.0875 / 0.0876
Net charge: -2
Multiplicity: 3
Kohn-Sham gap (alpha / beta), eV: 2.31 / 2.30



# 3
This record from the OMol25 dataset describes one molecule with the formula C4H3N3O. The level of theory is wB97M-V/def2-TZVPD.

Geometry (Å):
O -2.323244 -0.263397 0.615764
C -1.257395 -0.151623 0.029608
C -0.670027 1.157523 -0.283967
N 0.581759 1.384848 -0.279179
C 1.540802 0.559719 0.375597
N 1.738908 -0.707531 0.462571
N 0.850446 -1.507483 -0.282318
C -0.399179 -1.376014 -0.272632
H -1.372238 1.925679 -0.598192
H 2.252834 1.218116 0.915350
H -0.942670 -2.239838 -0.682607

Force components x, y, z for each atom (eV/Å):
0.7 0.2 -1.1
-0.5 -1.5 2.7
0.7 -0.1 -0.9
0.1 0.0 0.7
0.5 0.6 0.4
-1.5 1.2 -1.3
1.6 -0.9 1.0
-1.2 0.5 -1.0
0.1 0.1 -0.2
-0.3 -0.7 -0.4
0.0 0.5 0.0

Output
HOMO energy, hartree: -0.3702
SMILES string: O=c1cncnnc1
Multiplicity: 1
Kohn-Sham gap, eV: 8.78
Energy relative to the best compared isomer or geometry (same formula, charge and spin), eV: 2.708



# 4
This record from the OMol25 dataset describes a 2-piece molecular cluster, C14H24F7N3 overall. The level of theory is wB97M-V/def2-TZVPD.

Geometry (Å):
C 2.049113 -2.928896 4.470005
C 2.406283 -4.055779 3.531358
N 2.334306 -5.289163 3.837705
C 2.840968 -3.680279 2.124277
N 1.692216 -3.384574 1.295144
C 1.428661 -2.164599 1.013116
F 0.060792 -1.956828 0.657405
F 1.598899 -1.142478 2.031276
C 2.224882 -1.482516 -0.240404
F 1.389339 -1.050429 -1.255470
F 3.033266 -2.404687 -0.786564
C 3.130555 -0.250504 0.012330
F 3.637996 0.198668 -1.142681
F 4.140668 -0.541394 0.812158
F 2.462437 0.793309 0.537667
H 1.037607 -2.569225 4.253813
H 2.106641 -3.262011 5.510136
H 2.720178 -2.075626 4.329102
H 1.996356 -5.398791 4.797044
H 3.551982 -2.839800 2.201375
H 3.392685 -4.538463 1.723408
C -2.911599 1.378330 -3.739358
C -1.456393 1.179602 -3.316981
C -1.197517 0.593143 -1.937532
N -1.410928 1.483570 -0.728889
C -0.877354 0.730814 0.454537
C -0.692046 2.802549 -0.859690
C -1.730198 3.789811 -1.361672
C -3.020028 3.334746 -0.668717
C -2.874294 1.818620 -0.504751
H -3.398532 2.206961 -3.224162
H -2.961855 1.597420 -4.805211
H -3.497204 0.474437 -3.561669
H -0.888814 2.100925 -3.457336
H -0.997415 0.460634 -3.998850
H -0.162179 0.275974 -1.870986
H -1.818658 -0.285725 -1.760898
H 0.186236 0.560649 0.324936
H -1.380980 -0.228408 0.521672
H -1.059734 1.322490 1.348874
H -0.346091 3.072431 0.136369
H 0.172395 2.667704 -1.505731
H -1.831088 3.740802 -2.444095
H -1.458842 4.812107 -1.106296
H -3.908778 3.593699 -1.240876
H -3.115772 3.806570 0.308771
H -3.464775 1.245020 -1.210948
H -3.133389 1.489187 0.497291

Force components x, y, z for each atom (eV/Å):
0.0 0.1 0.0
0.0 -0.2 0.0
0.1 0.2 0.0
0.2 -0.1 -0.1
-0.1 -0.2 0.5
-0.2 0.2 -0.7
0.1 -0.1 -0.1
0.1 0.2 0.2
0.1 0.3 0.1
-0.1 -0.1 0.1
0.1 0.0 -0.1
-0.2 -0.1 0.1
0.2 0.0 -0.3
0.2 -0.1 0.3
-0.2 0.1 0.0
0.1 -0.1 0.0
-0.1 0.0 -0.1
-0.1 -0.1 0.0
0.0 0.0 -0.1
0.0 -0.1 0.0
-0.1 0.1 0.0
0.0 0.0 0.0
-0.1 0.0 0.0
0.0 0.0 0.0
0.0 0.0 0.1
0.0 0.0 0.0
0.0 0.0 -0.1
0.0 0.0 0.0
0.0 0.0 0.0
0.0 0.1 0.0
0.0 0.0 0.0
0.0 0.0 0.0
0.0 0.0 0.0
0.0 0.0 0.0
0.0 0.0 0.0
0.1 0.0 0.0
0.0 0.0 0.0
0.0 0.0 0.0
0.0 0.0 0.0
0.0 0.0 0.0
0.0 0.0 0.0
0.0 0.0 0.0
0.0 0.0 0.0
0.0 0.0 0.0
0.0 0.0 0.0
0.0 0.0 0.0
0.0 0.0 0.0
0.0 0.0 0.0

Output
HOMO energy, hartree: -0.2383
Multiplicity: 1
Kohn-Sham gap, eV: 6.32